Molecular formula: C23H43N3O8P
Method: DFT, ωB97M-V/def2-TZVPD

The geometry in XYZ format:
```
78
Properties=species:S:1:pos:R:3:forces:R:3:lowdin_spin:R:1
P -1.362104 -5.069343 -3.128369 0.14 0.39 1.40 0.0000
O -0.289084 0.566518 -4.052615 -0.23 0.10 -0.28 0.5143
O 0.490547 -7.829391 -4.531537 -0.67 -0.91 -0.46 0.0000
O -2.545943 -4.222840 -3.823343 0.02 0.04 -0.44 0.0000
O -1.777462 -6.552475 -3.494815 -0.23 0.10 -0.18 0.0000
O 3.032544 -4.047756 -2.180021 -0.27 0.32 -0.80 0.0000
O 0.904300 1.784780 2.713446 -0.29 0.01 -0.25 0.5221
O -1.346530 -4.783805 -1.683391 -0.02 -0.16 -0.39 0.0000
O 2.067585 -7.103337 -3.114449 0.29 -0.02 0.66 0.0000
N 0.936824 -3.626884 -3.150534 0.26 -0.43 0.00 0.0001
N 0.282144 2.144842 3.773896 0.92 -0.08 0.19 0.3781
N -1.010303 1.126745 -3.152351 0.73 -0.42 0.39 0.3847
C 0.074547 -0.268031 4.124003 0.11 -0.06 -0.08 -0.0009
C 0.158861 -4.524910 -4.028700 -0.28 -0.08 -0.80 0.0000
C 2.487166 -4.826734 -4.457419 0.00 0.03 -0.08 0.0000
C -0.032752 0.734434 -0.463509 -0.07 0.00 -0.03 0.0014
C 1.153533 -5.566644 -4.671878 0.80 0.34 0.27 0.0000
C -0.445619 4.176663 5.064985 -0.03 -0.08 -0.01 0.0026
C 1.982551 3.507920 4.919371 0.18 -0.10 0.06 0.0162
C -1.271440 3.272206 -1.864352 -0.07 -0.05 -0.04 0.0029
C 1.234580 -6.992940 -4.023242 0.20 0.73 -0.23 0.0000
C 2.029319 2.477447 6.046334 -0.07 0.01 -0.02 0.0009
C 2.296451 -4.162931 -3.123811 0.04 -0.07 0.60 0.0000
C 0.280997 1.070452 4.823535 -0.53 -0.15 0.21 0.0258
C 0.639265 3.541882 4.185682 -0.42 0.34 0.09 0.0264
C 0.490729 3.015710 -3.558984 0.13 -0.01 -0.05 -0.0011
C -2.198014 -1.020572 -3.145677 0.05 -0.20 -0.16 -0.0009
C -0.295227 2.267054 -2.489738 -0.25 0.45 0.05 0.0267
C -2.974086 0.754282 -1.619950 0.01 0.07 -0.06 0.0033
C -1.725714 0.134213 -2.279293 -0.56 0.05 0.14 0.0261
C 0.746360 4.389407 2.923714 0.11 0.04 -0.08 -0.0010
C 1.633112 1.091534 5.539613 0.20 0.07 0.03 0.0162
C -0.748801 -0.382604 -1.220004 0.25 0.04 0.07 0.0169
C -0.877299 1.249283 5.824192 -0.01 0.06 -0.04 0.0029
C 0.650763 1.702579 -1.426144 0.11 -0.16 0.11 0.0164
H -1.423264 4.087091 4.589632 0.00 0.00 0.00 0.0014
H -0.166366 3.346086 -4.365000 -0.01 0.00 0.01 0.0001
H 1.010265 -2.713586 -3.587649 -0.16 0.14 0.30 0.0002
H -0.508562 3.752773 6.062355 0.01 -0.02 -0.01 0.0000
H -0.711959 4.158476 -1.561305 0.04 -0.01 -0.03 -0.0005
H 1.274855 2.399118 -3.989807 -0.04 -0.03 -0.01 -0.0005
H 3.386944 -5.428115 -4.549443 -0.16 -0.12 0.16 0.0000
H -0.224044 5.238230 5.180836 0.03 0.00 -0.04 -0.0005
H 0.713520 0.300199 0.202619 -0.01 0.02 0.02 0.0007
H 1.017770 -5.689513 -5.746934 -0.55 0.01 0.13 0.0000
H -1.202405 0.269523 6.172491 0.04 -0.02 0.00 -0.0004
H -0.179145 4.345969 2.347970 -0.01 -0.01 0.01 0.0002
H 0.867039 -0.485425 3.413889 -0.01 0.04 -0.02 -0.0005
H 1.474296 1.184662 -1.927391 -0.06 -0.01 -0.07 0.0022
H 3.040442 2.435234 6.455791 0.00 0.01 0.01 0.0007
H -2.023556 3.580307 -2.592642 0.00 0.00 0.00 0.0014
H -3.727040 -0.022328 -1.490493 0.03 -0.04 0.01 -0.0004
H -2.882530 -0.681351 -3.926775 0.01 0.05 0.02 0.0003
H -1.654121 -7.142527 -2.741451 0.30 -0.14 -0.16 0.0000
H 2.769827 3.277913 4.195172 -0.06 -0.03 -0.05 0.0023
H -0.270478 -3.927634 -4.844613 0.13 -0.02 0.00 0.0000
H 0.927518 5.425869 3.212794 -0.02 0.01 0.01 -0.0004
H -1.734399 1.730243 5.354038 -0.01 -0.03 -0.02 0.0015
H -0.876982 -0.282836 3.590857 -0.01 0.00 0.00 0.0003
H 2.520762 -3.991428 -5.173859 0.18 -0.05 -0.01 0.0000
H 2.400479 0.734809 4.846132 -0.05 0.01 -0.06 0.0023
H -2.716818 -1.746010 -2.520210 -0.01 0.02 0.03 -0.0004
H 1.090344 2.539305 -0.875792 0.01 0.01 0.01 0.0017
H -0.601171 1.823370 6.706969 0.01 0.04 -0.03 0.0000
H -3.409235 1.533725 -2.246065 -0.01 -0.02 -0.02 0.0016
H -1.371657 -1.543741 -3.617581 0.02 0.06 -0.01 -0.0006
H -0.726064 1.275105 0.187499 -0.01 0.00 -0.01 0.0007
H -0.006032 -1.021124 -1.707077 -0.04 0.00 -0.04 0.0020
H 1.383473 2.786964 6.873017 -0.03 -0.01 -0.02 0.0003
H 1.594512 0.377179 6.365798 0.00 -0.01 0.01 0.0017
H -2.635793 -4.405226 -4.766531 -0.06 -0.03 0.04 0.0000
H -1.779375 2.898003 -0.981587 0.01 -0.02 0.00 0.0000
H 2.188540 4.509412 5.305856 0.01 0.01 0.00 0.0017
H 1.560765 4.061201 2.283457 -0.03 -0.04 0.00 -0.0005
H -2.777395 1.172162 -0.634149 0.03 0.03 -0.02 0.0000
H 0.063171 -1.055951 4.877975 -0.03 0.01 0.02 -0.0004
H -1.298487 -1.026945 -0.530799 -0.01 -0.02 0.00 0.0018
H 0.950557 3.894056 -3.102637 -0.01 0.01 0.01 -0.0004
```
Forces are in eV/Å.

- Total charge: -1
- HOMO-LUMO gap (alpha / beta): 6.606 / 6.485 eV
- 2S+1: 3
- HOMO (alpha / beta): -4.707 / -4.707 eV
- <S²>: 2.01
- LUMO level (alpha / beta): 1.9 / 1.8 eV

Molecular formula: C24H32N4O4
Method: DFT, ωB97M-V/def2-TZVPD

The geometry in XYZ format:
```
64
Properties=species:S:1:pos:R:3:forces:R:3:lowdin_charge:R:1
O -6.070278 -2.636001 0.810476 -0.15 0.28 -0.15 -0.0821
O 1.064139 5.418967 0.391314 0.02 0.11 -0.02 0.0840
O 3.061834 4.643378 0.351139 0.08 0.13 0.00 0.0491
O -2.771941 2.817007 -0.991651 -0.12 0.12 0.01 0.0872
N 3.490017 2.115855 -0.027730 0.47 0.51 0.07 0.0486
N -2.722785 0.687476 -0.158901 0.24 -0.35 0.14 0.1341
N 1.843744 4.498980 0.247329 0.19 0.82 0.24 -0.3406
N 3.739688 -1.945084 0.369599 0.12 -0.08 0.09 -0.1735
C 1.516437 -2.965189 0.157193 -0.05 -0.28 0.32 -0.3660
C 4.679523 -1.231051 1.222655 -0.08 0.25 0.14 -0.2029
C 0.138021 0.749578 -0.527418 -0.05 0.32 0.08 -0.0125
C 4.355366 -3.065765 -0.321811 -0.15 0.08 -0.35 -0.1713
C 1.327125 3.209156 -0.034265 -0.70 -1.18 -0.25 -0.0721
C -5.101142 -3.500018 1.347793 0.16 -0.13 0.09 -0.0934
C 2.121440 -4.134592 -0.615755 0.04 0.51 -0.21 -0.1486
C 3.386702 -3.673699 -1.337300 0.17 -0.35 0.14 -0.3631
C -5.074687 1.102421 -0.697560 0.22 0.24 -0.07 -0.0205
C 2.154687 2.056677 -0.140923 -0.06 0.36 -0.02 -0.1648
C 4.048526 -4.823863 -2.088683 -0.11 0.27 0.08 -0.0707
C 4.360464 0.970089 0.029381 -0.10 -0.36 0.23 -0.1765
C -2.156715 1.865069 -0.561919 0.21 -0.03 0.03 -0.4169
C -5.674271 -1.422240 0.333090 -0.07 0.15 -0.08 -0.2767
C 2.570976 -2.396548 1.107176 -0.24 0.16 -0.24 -0.1714
C 1.497608 0.831387 -0.399888 0.09 -0.06 0.05 0.0014
C 4.278834 0.236603 1.378235 0.13 -0.24 -0.27 -0.1533
C -4.366160 -0.962952 0.330927 0.01 -0.23 0.11 0.0323
C -0.056668 3.103311 -0.185386 0.02 -0.02 0.02 0.0755
C -4.065471 0.299701 -0.183893 -0.49 0.11 -0.16 -0.2127
C -6.377983 0.633416 -0.690317 0.00 -0.28 0.12 -0.0698
C -0.672687 1.889510 -0.409229 0.28 0.07 -0.07 -0.1286
C -6.686169 -0.611329 -0.184287 -0.04 -0.15 0.06 -0.0176
C 0.265540 -3.380733 0.924774 0.21 0.14 -0.17 -0.0668
H 4.759946 -1.699508 2.217287 0.08 -0.05 -0.08 0.1243
H 3.871215 3.029740 0.201553 -0.22 -0.31 -0.14 0.1131
H -0.150699 -2.533868 1.467391 -0.11 0.07 0.10 0.0705
H 4.347186 -5.608753 -1.396802 0.05 -0.13 0.06 0.0800
H -7.697598 -0.983493 -0.174554 -0.13 -0.05 0.00 0.1143
H 5.378223 1.320815 -0.146870 -0.05 -0.03 -0.06 0.1276
H 4.675608 -3.850238 0.387867 0.03 -0.02 0.00 0.1363
H -4.350571 -3.779580 0.600496 -0.02 0.02 0.03 0.0929
H 3.256573 0.300207 1.752798 -0.02 0.03 0.06 0.0996
H -0.301510 -0.211001 -0.757665 -0.01 -0.12 -0.02 0.1106
H -2.101733 0.004527 0.251486 -0.07 0.23 -0.05 0.1241
H -3.563328 -1.569590 0.724888 0.05 -0.09 0.05 0.1014
H 1.399726 -4.523612 -1.336660 -0.04 -0.09 -0.01 0.1235
H 2.371359 -4.940941 0.078389 0.01 -0.11 0.07 0.1279
H 5.243249 -2.700049 -0.844371 0.02 -0.05 0.04 0.1258
H 4.101826 0.264826 -0.764817 0.09 0.07 0.00 0.1116
H 3.113053 -2.890646 -2.052589 0.01 0.03 0.04 0.1446
H 4.933513 -4.478553 -2.618018 0.12 -0.03 -0.09 0.0762
H 2.844806 -3.170659 1.848190 0.00 0.01 0.02 0.1367
H 2.150347 -1.548390 1.652048 -0.01 -0.02 0.06 0.1182
H 0.501463 -4.162260 1.643871 -0.01 -0.11 0.11 0.0811
H 5.667424 -1.270989 0.757256 0.02 -0.07 0.02 0.1197
H -4.602339 -3.057332 2.216646 -0.01 -0.01 -0.04 0.0951
H 4.930498 0.715288 2.109762 -0.05 0.07 0.06 0.1140
H -7.164701 1.255869 -1.088192 -0.07 0.06 -0.04 0.1073
H -4.838383 2.075381 -1.091124 0.01 0.02 0.00 0.0972
H -0.489748 -3.762990 0.241584 -0.12 -0.06 -0.03 0.0761
H 1.248570 -2.184999 -0.562425 0.03 0.05 -0.01 0.1225
H 2.092176 -0.060899 -0.498693 0.13 -0.15 -0.02 0.0840
H -0.657090 3.998491 -0.116617 -0.01 -0.01 -0.01 0.1333
H 3.358811 -5.250087 -2.813151 -0.03 -0.09 -0.09 0.0774
H -5.641953 -4.391366 1.661784 0.09 0.04 0.00 0.0932
```
Forces are in eV/Å.

- HOMO-LUMO gap: 7.685 eV
- Energy relative to the best compared isomer or geometry (same formula, charge and spin): 5.169 eV
- HOMO: -8.158 eV
- SMILES: COc1cccc(NC(=O)c2ccc(NCCCN3C[C@H](C)C[C@H](C)C3)c([N+](=O)[O-])c2)c1
- LUMO level: -0.5 eV